Entry from the OMol25 dataset: a structure of composition C5H7BrN2 at a distorted geometry (ωB97M-V/def2-TZVPD).

Relative energy (zero: lowest compared OMol25 entry of this formula, charge and spin), kcal per mole: 78.8
Lowest unoccupied orbital energy, eV: 0.076
Orbital gap, eV: 8.520
Total energy, eV: -78316.812
Highest occupied orbital energy, eV: -8.443

CARTESIAN COORDINATES (ANGSTROEM)
C1 1.02309 -0.63738 -2.51645
C2 0.79249 2.39361 -0.69473
C3 0.97027 0.27620 -1.57099
C4 0.43023 -0.48651 0.23664
C5 -1.10399 -0.98888 1.85559
N1 1.10424 1.57277 -1.57294
N2 -0.67540 -0.36585 0.67415
Br1 1.76752 -1.86627 0.75551
H1 1.23957 -0.44125 -3.51075
H2 0.54846 -1.59620 -2.41785
H3 0.65551 3.52777 -0.97466
H4 0.59468 1.98256 0.32694
H5 -0.62492 -0.52412 2.75555
H6 -0.68085 -1.98524 1.80122
H7 -2.20200 -0.94571 1.81058

Entry from the OMol25 dataset: a cluster of 2 separate species, C4H3NO2S in total at a distorted geometry (ωB97M-V/def2-TZVPD).

Relative energy (zero: lowest compared OMol25 entry of this formula, charge and spin), kcal per mole: 110.4
Lowest unoccupied orbital energy (alpha / beta), eV: -0.528 / -0.527
Orbital gap (alpha / beta), eV: 7.302 / 7.303
Total energy, eV: -20612.266
Highest occupied orbital energy (alpha / beta), eV: -7.830 / -7.830

CARTESIAN COORDINATES (ANGSTROEM)
C1 -2.18371 -0.12429 -0.17601
C2 -1.69083 1.11127 -0.14418
C3 0.00296 -0.74910 -0.04621
C4 2.99920 -0.21680 0.29031
N1 0.95931 -1.52142 0.02438
O1 2.90680 0.87917 -0.06150
O2 -1.28317 -1.13887 -0.12651
S1 0.05125 1.10684 -0.05238
H1 -3.20777 -0.43859 -0.23020
H2 -2.22044 2.04038 -0.18232
H3 3.66640 -0.94860 0.70462

Entry from the OMol25 dataset: a structure of composition C23H42N2O3OsS4Si2Te at a distorted geometry (ωB97M-V/def2-TZVPD).

Relative energy (zero: lowest compared OMol25 entry of this formula, charge and spin), kcal per mole: 31.9
Total charge: +2
⟨S²⟩: 6.02
Lowest unoccupied orbital energy (alpha / beta), eV: -6.406 / -8.890
Orbital gap (alpha / beta), eV: 7.486 / 5.077
2S+1: 5
Total energy, eV: -102498.150
Highest occupied orbital energy (alpha / beta), eV: -13.892 / -13.967

CARTESIAN COORDINATES (ANGSTROEM)
Os1 -0.65183 -2.01551 0.55141
O1 -4.39793 -4.86381 5.52781
C1 -3.72283 -4.40761 4.67531
S1 -4.03423 -4.64481 2.92181
C2 -2.74323 -3.63061 2.35831
C3 -1.92773 -3.05271 3.31571
S2 -0.65303 -1.98311 2.94471
S3 -2.28003 -3.39531 4.98551
S4 -2.54423 -3.37221 0.67691
C4 -2.49343 2.64589 1.57271
C5 -1.46863 1.52639 1.55401
O2 -1.97973 0.35789 0.89431
H1 -2.08493 3.50549 2.09551
H2 -3.39823 2.33499 2.09111
H3 -2.75003 2.94149 0.55811
H4 -1.16403 1.24459 2.56951
H5 -0.58483 1.83019 0.98771
H6 -2.83983 0.17599 1.30371
C6 4.94847 3.95299 3.24381
C7 4.15007 3.61419 1.99161
N1 3.44527 2.34459 2.07421
C8 2.45537 2.16899 3.11891
C9 2.96537 1.41819 4.34761
C10 3.67277 1.42129 1.12501
O3 4.36947 1.57759 0.14531
C11 3.03837 0.06129 1.30661
C12 3.77897 -0.94531 1.92001
C13 3.27637 -2.23711 1.91721
C14 2.05447 -2.47561 1.32011
N2 1.32927 -1.50481 0.73871
C15 1.82447 -0.26411 0.72121
H7 5.53037 4.84759 3.04721
H8 5.63747 3.15139 3.49541
H9 4.30457 4.15339 4.09561
H10 4.81587 3.53449 1.13061
H11 3.41747 4.40469 1.79301
H12 1.59367 1.63699 2.70221
H13 2.12367 3.16389 3.42041
H14 3.16587 0.37559 4.11571
H15 2.21537 1.46039 5.13261
H16 3.87487 1.87029 4.72551
H17 4.73477 -0.72571 2.37171
H18 3.81457 -3.04981 2.37631
H19 1.63597 -3.48071 1.30741
H20 1.22927 0.48569 0.21131
C16 -3.69603 0.43649 -4.42499
Si1 -3.24383 1.55229 -2.95179
C17 -4.53023 1.42319 -1.54669
C18 -2.92653 3.36689 -3.41049
C19 -1.52503 0.86689 -2.29989
Te1 -2.02853 -1.03621 -1.53769
C20 -1.54293 -2.20671 -3.23899
Si2 0.36907 -2.51421 -3.48349
C21 1.33807 -0.88331 -3.32379
C22 0.83107 -3.64921 -2.01639
C23 0.52757 -3.30311 -5.19779
H21 -4.50243 0.88199 -4.99899
H22 -4.03243 -0.55011 -4.11079
H23 -2.85603 0.31709 -5.10359
H24 -5.53573 1.34549 -1.95109
H25 -4.51883 2.31119 -0.92109
H26 -4.36743 0.55249 -0.90979
H27 -3.86013 3.82919 -3.71179
H28 -2.23423 3.46509 -4.23959
H29 -2.53083 3.93809 -2.57619
H30 -1.12493 1.50109 -1.51859
H31 -0.82063 0.78649 -3.11669
H32 -1.97713 -1.74131 -4.11879
H33 -2.04493 -3.16061 -3.08389
H34 1.20547 -0.40801 -2.35429
H35 1.06697 -0.16761 -4.09279
H36 2.40097 -1.06781 -3.44609
H37 0.26267 -3.38111 -1.10319
H38 1.88847 -3.57591 -1.78199
H39 0.61907 -4.69031 -2.22609
H40 0.17667 -2.63531 -5.97909
H41 -0.03503 -4.22761 -5.28479
H42 1.56367 -3.53311 -5.41819

Entry from the OMol25 dataset: a structure of composition C7H11N2O3 at a distorted geometry (ωB97M-V/def2-TZVPD).

Relative energy (zero: lowest compared OMol25 entry of this formula, charge and spin), kcal per mole: 68.4
Total charge: +1
Lowest unoccupied orbital energy (alpha / beta), eV: -4.285 / -4.285
Orbital gap (alpha / beta), eV: 8.180 / 8.179
Total energy, eV: -16549.900
Highest occupied orbital energy (alpha / beta), eV: -12.465 / -12.464

CARTESIAN COORDINATES (ANGSTROEM)
C1 0.72835 1.91562 0.17023
C2 -1.23805 0.72235 0.68318
C3 0.44987 0.19527 -2.98228
C4 -1.27650 0.32690 -0.73993
C5 0.18393 -0.07430 -0.99321
C6 -1.77443 0.18198 2.92409
C7 1.68773 -1.82170 -1.21175
N1 -0.31486 1.67662 0.93433
N2 1.19874 0.93880 -0.57293
O1 0.74159 1.28778 -3.21828
O2 -1.95752 0.08595 1.48473
O3 0.42498 -1.35705 -0.77991
H1 1.22951 2.83769 0.42585
H2 0.33178 -0.74338 -3.57855
H3 -2.03631 -0.35114 -1.02269
H4 -1.48509 1.29496 -1.32559
H5 -2.75749 0.13355 3.29084
H6 -1.11032 1.08495 3.21658
H7 -1.20908 -0.69134 3.20739
H8 1.56012 -2.89852 -1.49049
H9 2.32670 -1.77857 -0.31019
H10 1.90920 -1.18156 -2.02297
H11 2.06257 0.86925 -1.13337

Entry from the OMol25 dataset: a structure of composition C4H9N4 at a distorted geometry (ωB97M-V/def2-TZVPD).

Relative energy (zero: lowest compared OMol25 entry of this formula, charge and spin), kcal per mole: 124.7
Total charge: +1
Lowest unoccupied orbital energy, eV: -4.135
Orbital gap, eV: 9.966
Total energy, eV: -10242.589
Highest occupied orbital energy, eV: -14.100

CARTESIAN COORDINATES (ANGSTROEM)
C1 -2.37769 0.10572 1.04931
C2 1.05658 -0.63040 -0.04614
C3 0.62775 -2.02431 -0.06403
C4 -0.60951 1.24966 -1.36992
N1 2.18047 1.39094 0.30632
N2 -1.85187 -0.09669 -0.08699
N3 2.02547 0.10483 0.05231
N4 -0.60173 0.31034 -0.50344
H1 -3.45460 -0.15738 1.20521
H2 -1.82768 0.51044 1.85987
H3 0.23410 -2.52939 -0.90408
H4 1.65872 -2.57976 -0.15134
H5 -0.02200 -2.34131 0.79375
H6 0.24053 1.65972 -1.84178
H7 -1.59810 1.58935 -1.73293
H8 1.38508 1.96009 0.36251
H9 2.93450 1.47816 1.07138

Entry from the OMol25 dataset: a cluster of 4 separate species, C2H14N2O3 in total at a distorted geometry (ωB97M-V/def2-TZVPD).

Relative energy (zero: lowest compared OMol25 entry of this formula, charge and spin), kcal per mole: 76.4
Lowest unoccupied orbital energy, eV: 0.477
Orbital gap, eV: 9.254
Total energy, eV: -11421.115
Highest occupied orbital energy, eV: -8.777
SMILES: CNCN.O.O.O

CARTESIAN COORDINATES (ANGSTROEM)
C1 0.37157 -1.14359 1.72540
N1 1.14542 -1.47274 0.39286
C2 2.53414 -1.67799 0.73180
N2 3.25976 -2.45182 -0.32623
H1 0.81506 -0.27500 2.24614
H2 -0.58574 -0.90482 1.32892
H3 0.25926 -2.03481 2.47077
H4 0.68168 -2.15532 -0.11114
H5 2.58770 -2.21306 1.61754
H6 3.01840 -0.74013 1.02416
H7 3.00621 -2.27564 -1.25034
H8 4.28425 -2.25318 -0.00400
H9 -0.84544 1.39404 -2.12721
H10 -0.37794 1.14579 -3.31213
O1 -1.33064 1.09764 -2.87544
H11 -3.41570 3.99991 0.58199
H12 -4.00664 2.74880 0.66990
O2 -4.25456 3.69141 0.62663
H13 -2.52228 1.08811 -1.38735
H14 -2.33642 2.59481 -1.23711
O3 -2.28809 1.83758 -0.78516

> Look up the relative energy (zero: lowest compared OMol25 entry of this formula, charge and spin) of the fifth one.

124.7 kcal per mole

> Among the records above, which one has the lowest total energy?

C23H42N2O3OsS4Si2Te